No. 1
81
Properties=species:S:1:pos:R:3:forces:R:3:lowdin_charge:R:1 method="wB97M-V/def2-TZVPD" mol_weight_g_mol=690.88 de_lowest_kcal_mol=0.00 e_homo_ha=-0.570 orbital_gap_ev=6.131 max_force_ev_per_a=0.56 spin_multiplicity=1 charge=+3
Zr -0.31481 0.94710 -0.55966 0.1 0.1 0.0 1.6664
S -0.28621 1.43522 1.86300 0.0 0.0 -0.1 0.6719
C -0.64279 3.15683 1.74350 0.0 0.1 0.1 -0.7109
N -0.93049 3.96009 2.82498 0.1 0.0 -0.1 0.1455
N -1.00618 3.45875 3.96089 0.0 0.0 0.0 0.0810
C -1.27989 4.19745 5.12646 0.0 0.1 0.0 -0.2022
C -1.47769 5.57820 5.06623 0.0 -0.1 0.1 0.0147
C -1.74641 6.24013 6.24638 0.0 0.0 -0.1 -0.0261
C -1.81344 5.53854 7.44886 0.0 0.0 0.0 -0.0121
C -1.61272 4.16335 7.48931 0.0 0.0 0.0 -0.0336
C -1.34317 3.47868 6.32071 0.0 0.0 -0.1 0.0025
N -0.62607 3.79308 0.61581 0.0 -0.2 -0.1 0.0639
N -0.39509 3.01219 -0.42896 -0.1 0.1 0.2 -0.2596
C -0.08640 3.64602 -1.66245 0.0 0.0 -0.1 -0.2745
C 0.18062 2.79599 -2.73892 0.0 0.0 0.0 -0.0879
C 0.56176 3.30761 -3.97308 0.0 0.0 0.0 -0.0511
C 0.64534 4.68017 -4.13247 0.0 0.0 0.0 -0.0362
C 0.35815 5.52381 -3.06498 0.0 0.0 0.0 -0.0169
C -0.00030 5.02065 -1.82395 0.1 -0.1 -0.1 0.0079
H -0.87184 2.44760 4.09227 0.0 0.0 0.0 0.1263
H -1.42159 6.10492 4.12493 0.0 0.0 0.0 0.1222
H -1.90521 7.30922 6.23637 0.0 0.0 0.0 0.1267
H -2.02513 6.07387 8.36467 0.0 0.0 0.0 0.1284
H -1.66753 3.63152 8.42836 0.0 0.0 0.0 0.1252
H -1.18476 2.40619 6.33333 0.0 0.0 0.0 0.1231
H 0.09021 1.69245 -2.70755 -0.1 0.0 0.0 0.0487
H 0.77395 2.64359 -4.79957 0.0 0.0 0.0 0.1173
H 0.92691 5.09487 -5.09005 0.0 0.0 0.0 0.1262
H 0.42044 6.59520 -3.19968 0.0 0.0 0.0 0.1291
H -0.20334 5.67693 -0.99123 0.0 0.0 0.0 0.1206
C 2.98036 -4.63564 -1.63217 0.0 0.0 0.0 -0.0210
C 3.13415 -3.18431 -1.99675 0.0 0.0 0.0 -0.3460
C 3.41530 -2.92043 -3.44978 0.0 0.0 0.0 -0.0253
O 1.79292 -2.50298 -1.70176 0.0 0.0 0.0 -0.1765
P 1.37007 -1.84604 -0.38253 0.1 -0.1 -0.1 0.4962
O 1.31189 -0.29857 -0.51113 -0.5 0.0 0.2 -0.4264
C -0.31048 -2.46009 -0.06095 0.0 -0.1 0.0 -0.1758
P -1.62852 -1.65517 -1.01412 0.1 -0.2 0.0 0.4659
O -1.94396 -0.33075 -0.28823 0.5 0.0 0.0 -0.4135
O -2.76143 -2.60441 -1.31267 0.0 0.2 -0.1 -0.1450
C -3.93433 -3.25786 -0.54792 0.0 0.0 0.0 -0.3141
C -4.44353 -2.29596 0.48736 0.0 0.0 0.0 -0.0342
C -3.43669 -4.57506 -0.02340 0.0 0.0 0.0 -0.0269
O -0.96271 -1.10706 -2.32618 -0.1 0.2 0.0 -0.2538
C -0.70459 -1.78984 -3.67476 0.0 0.0 0.0 -0.3445
C 0.32647 -0.92140 -4.34368 0.0 0.0 0.0 -0.0290
C -2.00689 -1.89057 -4.42270 0.0 0.0 0.0 -0.0156
O 2.28645 -2.28023 0.76217 -0.1 0.0 0.0 -0.1553
C 3.00073 -1.43963 1.80841 0.0 0.0 0.0 -0.3644
C 4.36981 -1.12592 1.26643 0.0 0.0 0.0 -0.0244
C 2.99418 -2.26518 3.06613 0.0 0.0 0.0 -0.0218
H 3.92285 -5.14742 -1.83027 0.0 0.0 0.0 0.1105
H 2.20944 -5.11031 -2.23957 0.0 0.0 0.0 0.0996
H 2.74984 -4.76564 -0.57459 0.0 0.0 0.0 0.0862
H 3.85159 -2.67873 -1.35232 0.0 0.0 0.0 0.1331
H 2.65298 -3.37394 -4.08360 0.0 0.0 0.0 0.0960
H 4.37374 -3.37385 -3.70425 0.0 0.0 0.0 0.1102
H 3.48483 -1.85396 -3.66016 0.0 0.0 0.0 0.0885
H -0.54138 -2.32387 1.00076 0.0 0.0 0.0 0.1032
H -0.30100 -3.53561 -0.25742 0.0 0.0 0.0 0.1044
H -4.63929 -3.38523 -1.36463 0.0 0.0 0.0 0.1565
H -3.71447 -2.13925 1.28543 0.0 0.0 0.0 0.0908
H -5.33377 -2.73491 0.93963 0.0 0.0 0.0 0.1134
H -4.72813 -1.34009 0.05108 0.0 0.0 0.0 0.0962
H -2.71153 -4.43914 0.78142 0.0 0.0 0.0 0.0881
H -3.00741 -5.18613 -0.81554 0.0 0.0 0.0 0.0983
H -4.28594 -5.11958 0.39144 0.0 0.0 0.0 0.1122
H -0.29592 -2.76471 -3.40999 0.0 0.0 0.0 0.1433
H -0.09575 0.05817 -4.57707 0.0 0.0 0.0 0.0862
H 0.62052 -1.38170 -5.28719 0.0 0.0 0.0 0.1145
H 1.22077 -0.81457 -3.72901 0.0 0.0 0.0 0.0692
H -2.43430 -0.90281 -4.59578 0.0 0.0 0.0 0.1054
H -2.73058 -2.51891 -3.90996 0.0 0.0 0.0 0.0815
H -1.80522 -2.34197 -5.39537 0.0 0.0 0.0 0.1135
H 2.39510 -0.53793 1.91178 0.0 0.0 0.0 0.1174
H 4.94056 -2.04086 1.10739 0.0 0.0 0.0 0.1028
H 4.90831 -0.51922 1.99508 0.0 0.0 0.0 0.1078
H 4.31663 -0.55961 0.33565 0.0 0.0 0.0 0.0877
H 3.54694 -3.19280 2.92305 0.0 0.0 0.0 0.1030
H 1.98093 -2.49942 3.38991 0.0 0.0 0.0 0.0890
H 3.48413 -1.69918 3.85880 0.0 0.0 0.0 0.1064

***

No. 2
9
Properties=species:S:1:pos:R:3:forces:R:3:nbo_charge:R:1 method="wB97M-V/def2-TZVPD" smiles=c1cn[nH]c1 mol_weight_g_mol=68.08 de_lowest_kcal_mol=28.82 e_homo_ha=-0.332 orbital_gap_ev=10.115 max_force_ev_per_a=5.39 spin_multiplicity=1 charge=0
C 0.78597 0.91137 -0.01964 -2.1 0.1 0.5 -0.3334
C 1.12613 -0.46614 -0.04952 -3.4 1.5 1.0 -0.0823
N -0.03607 -1.18014 0.02042 1.3 -0.7 -0.5 -0.2688
N -1.07086 -0.33734 -0.00337 0.3 1.1 0.1 -0.3139
C -0.69981 0.96834 0.03015 5.3 0.0 -0.7 -0.0979
H 1.50198 1.75984 0.10823 -1.0 -0.8 -0.4 0.2256
H 2.10767 -0.85946 0.11071 0.0 -0.6 -0.3 0.2168
H -2.01718 -0.71808 -0.02365 0.7 0.2 0.1 0.4164
H -1.11772 1.95869 -0.08058 -1.2 -0.7 0.2 0.2376

***

No. 3
31
Properties=species:S:1:pos:R:3:forces:R:3:nbo_charge:R:1 method="wB97M-V/def2-TZVPD" mol_weight_g_mol=198.34 de_lowest_kcal_mol=21.83 e_homo_ha=-0.322 orbital_gap_ev=9.184 max_force_ev_per_a=5.31 spin_multiplicity=1 charge=0
C -0.21911 0.49063 2.08801 0.9 1.8 -0.6 0.7596
C -0.51741 2.73839 1.34398 -0.2 1.8 2.3 -0.1334
C -0.63004 2.07916 0.04139 0.1 -5.1 1.6 -0.1605
C -0.11965 0.24790 0.66119 -2.8 3.2 -0.5 -0.5391
C -1.48008 0.78360 0.08280 1.7 0.7 -1.2 -0.0518
C -2.76567 0.85898 0.84422 -0.2 0.3 0.4 -0.6263
C -1.82172 0.21881 -1.26806 0.6 1.8 -0.1 -0.6015
C 2.18757 -1.82458 1.57101 -2.7 -0.4 -0.7 -1.0620
C 2.15797 -0.19094 -1.10520 1.1 0.0 0.4 -1.1029
C -0.06878 -2.67614 -0.31500 1.7 0.5 -2.1 -1.0761
O 0.00797 -0.35474 2.89005 -0.4 -0.6 1.8 -0.5914
O -0.49128 1.80334 2.45111 0.2 -1.0 -0.4 -0.5123
Si 1.03624 -1.13108 0.13445 0.7 -1.1 1.0 1.6157
H 0.31212 3.45088 1.51041 0.2 -0.7 -0.6 0.2046
H -1.35448 3.40314 1.66994 -0.1 -0.6 -0.9 0.2049
H 0.02352 2.22442 -0.77415 0.4 0.6 -0.8 0.2342
H -2.71723 1.23265 1.86622 0.1 0.3 -0.2 0.2305
H -3.20195 -0.12921 0.94066 -0.3 -0.2 -0.3 0.2207
H -3.35300 1.52368 0.18546 -0.4 -0.4 0.8 0.2189
H -2.00819 -0.77949 -1.24292 0.0 -3.1 0.3 0.2114
H -1.13296 0.44457 -2.04958 0.9 0.0 -0.5 0.2086
H -2.75538 0.54605 -1.62155 -1.3 1.2 -0.4 0.2143
H 1.64395 -1.76409 2.54887 0.8 -0.3 -1.0 0.2732
H 2.48055 -2.85594 1.28455 -0.1 0.6 0.3 0.2284
H 2.98729 -1.15545 1.50701 1.7 0.8 0.4 0.2175
H 1.42442 0.24563 -1.73120 -0.8 1.1 -0.8 0.2178
H 2.83817 0.67375 -0.67068 -1.5 -2.0 -0.7 0.2542
H 2.70607 -0.79481 -1.84715 0.3 0.0 0.7 0.2385
H -0.94623 -2.40115 -0.93545 0.7 -0.5 0.3 0.2245
H 0.66170 -3.35878 -0.90226 -1.4 0.9 0.7 0.2323
H -0.38547 -3.23108 0.55019 0.0 0.0 0.5 0.2478

***

No. 4
14
Properties=species:S:1:pos:R:3:forces:R:3:nbo_charge:R:1 method="wB97M-V/def2-TZVPD" mol_weight_g_mol=111.55 de_lowest_kcal_mol=98.46 e_homo_ha="-0.464 / -0.522" orbital_gap_ev="6.191 / 9.218" max_force_ev_per_a=2.85 spin_multiplicity=1 charge=+1
C 2.22074 0.84408 -1.11230 -0.1 -1.0 -1.8 -0.2487
C -0.00289 -1.08217 -0.64196 1.8 -0.1 0.6 0.5853
N -0.95410 -1.00024 0.20705 -2.2 -1.5 1.0 -0.8046
N -1.64578 1.24955 1.50204 -0.9 -0.1 1.9 -1.0994
O 0.25967 -2.24919 -1.17807 -1.8 0.3 0.5 -0.6451
Cl 3.44837 -0.07021 -1.76785 0.1 -0.3 0.6 0.1643
H 1.86290 0.73843 -0.13300 0.1 0.1 1.2 0.2206
H 1.88883 1.52296 -1.86745 -0.7 0.6 0.3 0.2225
H -1.10133 -0.27578 1.01468 0.2 0.3 -2.3 0.4727
H -1.70448 -1.77277 0.21998 1.7 1.0 0.0 0.4163
H -0.95363 2.00966 1.66199 -1.2 -0.4 -0.5 0.3998
H -2.61416 1.55340 1.20314 1.9 0.1 0.2 0.4093
H -1.81499 0.87004 2.46530 0.1 0.6 -0.9 0.3830
H 1.11083 -2.33777 -1.57355 1.1 0.3 -0.8 0.5241